No. 1
Below is C59H72BrCoN4O3P2S2Si as an isolated structure, with properties calculated with ωB97M-V with the def2-TZVPD basis set.

Its spin multiplicity is 2. Its net charge is +1. The expectation value of S² is 1.0807. As for the energy: -8461.5422 a.u.

```
145
C59H72BrCoN4O3P2S2Si ωB97M-V with the def2-TZVPD basis set
Co 0.57079 1.26832 0.63066
N -1.66368 0.57618 4.09641
C -1.51625 -0.78584 3.92490
C -1.92267 -1.87618 4.68545
C -1.61687 -3.12625 4.18631
C -0.94509 -3.28714 2.96530
C -0.54540 -2.20381 2.21203
C -0.81717 -0.93275 2.71438
N -0.54184 0.31997 2.19967
C -1.07185 1.18028 3.03507
C -0.99989 2.59969 2.75562
C -1.69673 3.63982 3.28849
S -1.27711 5.09394 2.49178
C -0.19101 4.22224 1.49028
N -0.14237 2.95587 1.74213
H -2.10682 1.02441 4.87869
H -2.45547 -1.75548 5.61959
H -1.91437 -4.00448 4.74359
H -0.75000 -4.28839 2.60282
H -0.07002 -2.31689 1.24925
H -2.43687 3.63130 4.07216
H 0.39204 4.71392 0.72466
C -4.59222 3.96341 -2.86235
O -3.42923 4.52554 -3.44579
C -2.23545 4.11829 -2.98157
C -1.11514 4.79815 -3.51796
C 0.12842 4.49819 -3.05696
C 0.35109 3.51614 -2.05844
C 1.65194 3.30132 -1.50470
C 2.84462 4.02186 -2.09775
O 1.87424 2.57448 -0.51518
C -0.77609 2.76073 -1.57744
O -0.69361 1.77513 -0.77126
C -2.06534 3.12264 -2.05241
H -5.43188 4.49115 -3.30496
H -4.59533 4.10892 -1.77895
H -4.67444 2.89585 -3.08286
H -1.28241 5.55197 -4.27477
H 0.97058 5.04626 -3.45662
H 2.82472 4.01103 -3.18522
H 3.75439 3.54097 -1.74617
H 2.85025 5.05853 -1.75410
H -2.89973 2.55976 -1.65445
C 8.68905 -0.30458 1.03733
S 8.06432 -1.97610 0.73208
C 6.64343 -1.53410 -0.31468
C 5.45560 -1.02867 0.50675
C 4.63415 -0.00480 -0.28292
N 3.30229 0.33162 0.24388
P 1.88486 -0.27993 -0.51602
C 2.27755 -2.06945 -0.48294
C 2.35211 -2.65653 0.77998
C 2.70338 -3.98628 0.92523
C 2.98988 -4.74571 -0.20219
C 2.91936 -4.17003 -1.46101
C 2.55651 -2.83738 -1.60775
C 1.84060 0.05701 -2.29653
C 2.77228 0.71958 -3.08335
C 2.54262 0.86985 -4.44462
C 1.38457 0.37228 -5.02203
C 0.42846 -0.25197 -4.23097
C 0.65275 -0.40466 -2.87472
P 2.76955 1.06376 1.70236
C 3.76540 0.28420 3.03516
C 5.03655 0.75486 3.36246
C 5.80613 0.09280 4.30424
C 5.31097 -1.04003 4.93662
C 4.02419 -1.47645 4.66445
C 3.24875 -0.80755 3.72829
C 3.33931 2.78457 1.94044
C 2.73438 3.36898 3.05569
C 3.01637 4.67613 3.41274
C 3.91814 5.41249 2.65431
C 4.53709 4.83097 1.55843
C 4.24573 3.52271 1.19535
H 9.56022 -0.40088 1.68083
H 7.92888 0.29525 1.53933
H 8.98209 0.15855 0.09667
H 6.38709 -2.43608 -0.86899
H 6.99237 -0.78183 -1.02638
H 5.82520 -0.58046 1.42166
H 4.81990 -1.86764 0.78911
H 4.46570 -0.42305 -1.27818
H 5.22099 0.91214 -0.40532
H 2.14749 -2.04543 1.64741
H 2.76123 -4.42542 1.91336
H 3.26998 -5.78575 -0.09735
H 3.15353 -4.75900 -2.33828
H 2.50564 -2.40082 -2.59676
H 3.67211 1.12919 -2.64192
H 3.28160 1.37007 -5.05766
H 1.22420 0.47865 -6.08668
H -0.49006 -0.61560 -4.67395
H -0.09526 -0.86408 -2.23354
H 5.42724 1.63742 2.87182
H 6.79745 0.45857 4.53892
H 5.92849 -1.57305 5.64744
H 3.62381 -2.33947 5.18087
H 2.22882 -1.13006 3.54760
H 2.04313 2.77450 3.64773
H 2.54213 5.12030 4.27875
H 4.14162 6.43591 2.92587
H 5.26306 5.39744 0.98870
H 4.72360 3.07981 0.33111
C -5.71935 0.70610 -1.15253
C -5.70633 -0.57040 -0.29764
C -7.11787 -1.17758 -0.30086
C -5.36452 -0.12890 1.13537
Si -4.42103 -1.83684 -0.99286
Br -2.40879 -0.97074 -0.38857
C -4.31424 -1.89763 -2.92095
C -3.38841 -3.03392 -3.37850
C -3.74154 -0.59708 -3.50743
C -5.71149 -2.13945 -3.51299
C -4.46064 -3.56208 -0.12955
C -3.11441 -4.29319 -0.25691
C -5.55415 -4.45361 -0.73753
C -4.72977 -3.40132 1.37365
H -6.38272 1.44404 -0.69064
H -6.09237 0.52370 -2.16117
H -4.72130 1.14761 -1.21748
H -7.84445 -0.42214 0.01275
H -7.19586 -2.01652 0.39196
H -7.41162 -1.52583 -1.29335
H -6.07820 0.64136 1.44538
H -4.36204 0.29748 1.19665
H -5.43441 -0.94519 1.85207
H -2.39570 -2.94732 -2.93045
H -3.26536 -2.98268 -4.46471
H -3.80108 -4.01551 -3.14261
H -2.73732 -0.39845 -3.13241
H -4.36260 0.27025 -3.29106
H -3.68186 -0.69169 -4.59657
H -6.13172 -3.08943 -3.17493
H -5.65269 -2.16492 -4.60492
H -6.41186 -1.34686 -3.24299
H -2.80810 -4.42480 -1.29339
H -3.21041 -5.28879 0.18832
H -2.32410 -3.76219 0.27309
H -5.32040 -4.72294 -1.76913
H -6.53781 -3.97812 -0.72256
H -5.62676 -5.38394 -0.16646
H -4.00521 -2.72663 1.83701
H -4.63378 -4.37509 1.86423
H -5.73708 -3.03463 1.57309
```

=====

No. 2
Below is a 11-piece molecular cluster, C28H45N9O16S2 overall, with properties calculated with ωB97M-V with the def2-TZVPD basis set.

The SMILES is C[N+](=O)[O-].C[N+](=O)[O-].C[N+](=O)[O-].C[N+](=O)[O-].O=S1(=O)OCCO1.O=S1(=O)OCCO1.c1cc[nH]c1.c1cc[nH]c1.c1cc[nH]c1.c1cc[nH]c1.c1cc[nH]c1. As for the energy: -3586.2927 a.u.

```
100
C28H45N9O16S2 ωB97M-V with the def2-TZVPD basis set
C -22.33429 -16.44430 -27.57677
N -21.27822 -16.72338 -26.56597
O -20.51294 -15.85685 -26.31199
O -21.36303 -17.74827 -25.88479
H -23.07326 -15.66182 -27.40431
H -22.94667 -17.34577 -27.55613
H -21.95136 -16.33499 -28.59143
C -21.06773 -5.83059 -27.89275
N -20.82319 -5.47362 -29.29862
O -21.30131 -4.41796 -29.63061
O -20.00430 -6.11263 -30.00314
H -20.30106 -5.33709 -27.29544
H -21.17142 -6.90712 -27.75702
H -22.01647 -5.39690 -27.57667
C -18.16093 -5.72461 -23.28342
N -17.70110 -7.04399 -23.73891
O -16.51134 -7.25446 -23.79076
O -18.54638 -7.90143 -24.10345
H -18.59592 -5.33429 -24.20349
H -17.40848 -4.99166 -22.99235
H -18.89564 -5.75474 -22.47882
C -24.03908 -9.47983 -25.77862
N -25.34998 -9.31874 -25.04907
O -25.93122 -10.37803 -24.73554
O -25.71842 -8.17688 -24.94455
H -23.79983 -8.77925 -26.57865
H -23.77631 -10.47038 -26.14992
H -23.28653 -9.20048 -25.04125
C -17.08181 -8.62123 -20.41448
C -17.71605 -9.43902 -19.35960
O -17.66878 -10.72620 -19.93131
S -17.61177 -10.77180 -21.58086
O -18.94113 -10.44105 -22.12016
O -16.80413 -11.92134 -22.02714
O -16.69193 -9.47221 -21.48784
H -16.18493 -8.05930 -20.15384
H -17.75785 -7.93066 -20.91865
H -18.74047 -9.10988 -19.18547
H -17.25993 -9.45570 -18.36976
C -23.79470 -8.29474 -32.13550
C -22.63999 -7.35014 -31.86345
O -21.94414 -8.10328 -30.92362
S -22.88039 -8.96859 -29.82683
O -23.34359 -8.08244 -28.72951
O -22.19051 -10.22409 -29.47529
O -24.05791 -9.06893 -30.97288
H -23.78455 -8.88148 -33.05405
H -24.67644 -7.65955 -32.22026
H -22.87866 -6.39357 -31.39858
H -22.04636 -7.14876 -32.75516
N -19.60803 -10.72973 -25.46366
C -20.56128 -10.59780 -26.36402
C -20.67144 -11.80943 -27.11787
C -19.75524 -12.68547 -26.62187
C -19.18413 -11.99779 -25.61096
H -19.22342 -9.98189 -24.90427
H -21.02975 -9.64054 -26.53889
H -21.23824 -12.03241 -28.00973
H -19.34328 -13.62077 -26.97099
H -18.30276 -12.20965 -25.02384
N -17.48023 -10.42068 -28.42045
C -16.77595 -9.31748 -28.68739
C -15.93701 -9.59527 -29.70717
C -16.12820 -10.86838 -30.11847
C -17.09261 -11.44319 -29.23654
H -18.21151 -10.46714 -27.72535
H -16.88101 -8.44459 -28.06016
H -15.35392 -8.92776 -30.32428
H -15.49739 -11.37025 -30.83722
H -17.48219 -12.44620 -29.14381
N -20.64708 -13.87632 -32.11444
C -20.40433 -14.22269 -30.77625
C -19.05017 -14.09539 -30.54194
C -18.49021 -13.54216 -31.68421
C -19.44561 -13.48270 -32.62595
H -21.54392 -13.92123 -32.57677
H -21.29862 -14.45370 -30.21653
H -18.54753 -14.32546 -29.61414
H -17.47485 -13.20098 -31.82211
H -19.42922 -13.07319 -33.62517
N -17.80546 -14.79708 -23.06655
C -18.43711 -15.63470 -23.87200
C -19.22783 -16.41448 -23.17771
C -19.12918 -16.01580 -21.86624
C -18.12953 -15.05440 -21.75461
H -17.20986 -14.16076 -23.57691
H -18.16356 -15.60603 -24.91639
H -19.81065 -17.17203 -23.68054
H -19.68207 -16.45539 -21.04925
H -17.73302 -14.62493 -20.84646
N -17.19253 -17.44626 -27.32863
C -15.91393 -17.69211 -27.74882
C -15.52942 -16.64346 -28.63118
C -16.50481 -15.66191 -28.41149
C -17.57158 -16.18817 -27.66331
H -17.73678 -18.01357 -26.69454
H -15.53695 -18.67080 -27.49104
H -14.69232 -16.60328 -29.31239
H -16.41915 -14.66775 -28.82466
H -18.42399 -15.59452 -27.36771
```

=====

No. 3
Below is one molecule with the formula C6H9N3OS, with properties calculated with ωB97M-V with the def2-TZVPD basis set.

The SMILES is CSC(=O)c1c(N)cnn1C. As for the energy: -871.6617 a.u.

```
20
C6H9N3OS ωB97M-V with the def2-TZVPD basis set
C 0.57381 0.88826 2.57606
C 1.07976 0.65263 1.28492
C 0.00774 0.06748 0.61536
C -0.39556 -0.40791 -0.92584
C -2.31528 -0.38951 1.27341
C 0.73584 -0.93546 -3.54462
N -0.64236 0.45057 2.74800
N -0.95718 0.01650 1.52708
N 2.16619 1.22487 0.68907
O -1.53885 -0.55901 -1.22299
S 1.03851 -0.68254 -1.79050
H 1.03326 1.26116 3.45703
H -2.76179 0.38810 0.47249
H -2.45998 -1.50586 1.10101
H -2.86574 -0.17978 2.24567
H 0.49498 -1.96382 -3.71974
H 1.58739 -0.59650 -3.97997
H -0.08977 -0.26210 -3.82606
H 2.88997 1.51986 1.27514
H 2.41907 1.01307 -0.25551
```

=====

No. 4
Below is a 7-piece molecular cluster, C18H32N6O3 overall, with properties calculated with ωB97M-V with the def2-TZVPD basis set.

The SMILES is COCCOCCOC.CC#N.CC#N.CC#N.CC#N.CC#N.CC#N. As for the energy: -1259.1899 a.u.

```
59
C18H32N6O3 ωB97M-V with the def2-TZVPD basis set
C 4.65014 -0.58400 -0.29927
O 3.83445 -1.55732 0.35050
C 2.90327 -2.10495 -0.57972
C 1.63223 -1.27728 -0.77049
O 0.72213 -1.49358 0.24415
C -0.34979 -2.45837 0.10624
C -0.27273 -3.39432 1.29167
O -0.49285 -2.76555 2.52633
C -1.84984 -2.47583 2.79452
H 5.35930 -1.08222 -0.95600
H 5.14896 -0.04331 0.50841
H 4.05673 0.19979 -0.77973
H 2.63893 -3.07760 -0.15372
H 3.40974 -2.39533 -1.50697
H 1.28582 -1.46737 -1.79368
H 1.95181 -0.23140 -0.81032
H -0.32370 -2.88981 -0.89110
H -1.21097 -1.79853 0.25383
H 0.72405 -3.84234 1.30747
H -0.92443 -4.26446 1.12783
H -1.86709 -1.64638 3.50336
H -2.35602 -3.31181 3.28733
H -2.40022 -2.20369 1.89140
C -3.31837 1.87525 3.85785
C -3.69592 2.24339 5.23083
N -3.98881 2.53035 6.30197
H -4.01441 1.13242 3.47048
H -2.32072 1.44408 3.82358
H -3.38032 2.77628 3.25058
C 1.57131 1.35143 -3.31079
C 1.66331 1.75458 -4.71108
N 1.74748 2.12959 -5.79024
H 2.23194 1.94100 -2.68158
H 1.89707 0.30892 -3.27195
H 0.53680 1.38451 -2.97320
C -2.20550 4.32032 -2.21510
C -0.80452 4.70806 -2.05408
N 0.29467 5.01244 -1.92787
H -2.34268 3.26584 -2.43329
H -2.52450 4.87064 -3.10791
H -2.83822 4.65975 -1.40078
C -0.87371 1.11227 1.15288
C -1.23089 1.03321 -0.27174
N -1.53002 0.93441 -1.36794
H -0.87070 0.07455 1.49652
H -1.72289 1.57053 1.65215
H 0.10758 1.54434 1.30294
C -1.89170 -0.29393 -4.56905
C -1.70268 -1.48132 -3.74061
N -1.58636 -2.38802 -3.04655
H -2.95585 -0.18006 -4.76156
H -1.34082 -0.29760 -5.50781
H -1.51161 0.57401 -4.03022
C 2.33477 -1.03912 3.42069
C 1.55351 0.18273 3.63377
N 0.94373 1.13564 3.83390
H 3.20241 -1.01062 4.07361
H 2.60445 -1.12567 2.36763
H 1.69223 -1.88852 3.65197
```

=====

> Which formula does entry 4 have?

C18H32N6O3